ORCA calculation (ωB97M-V/def2-TZVPD) on C5H10N2O as an isolated structure at a distorted geometry.

Each line ends with the Mulliken charge.
Atoms and positions in Å:
C 0.2613 -0.6019 -0.1527  0.78
C -1.0262 -0.8296 -0.9020  -0.58
C -1.0930 1.0291 0.5273  -0.75
C 0.2421 0.8383 -0.2696  -0.19
C 1.6958 -0.3948 -0.3994  -0.70
H -0.6296 -0.6215 1.9232  0.28
H 0.4111 -2.0754 1.0885  0.27
H -1.5127 -1.9178 -0.8503  0.26
H -0.9964 -0.4076 -1.9287  0.32
H -2.6736 0.3144 -0.3809  0.25
H -0.8805 0.8447 1.6649  0.15
H -1.3291 2.2487 0.2858  0.29
H -0.1962 1.2404 -1.2093  0.31
H 1.9611 -0.4547 -1.3585  0.36
H 2.3038 -1.3730 0.0507  0.24
N 0.2454 -0.9902 1.1618  -0.64
N -1.7442 0.0808 -0.0708  -0.16
O 1.6942 1.0401 0.0320  -0.48

Output
- Max |F|: 10.49 eV/A
- Charge: 0
- LUMO: 0.8 eV
- Total energy: -10367.5908 eV
- Relative energy (zero: lowest compared OMol25 entry of this formula, charge and spin): 177.90 kcal/mol
- HOMO energy: -8.616 eV
- HOMO-LUMO gap: 9.41 eV

=====

ORCA calculation (ωB97M-V/def2-TZVPD) on a 2-piece molecular cluster, C5H10N2O overall at a distorted geometry.

Each line ends with the Mulliken charge.
Atoms and positions in Å:
N -0.0956 -0.0166 1.7731  -0.58
C 0.4621 0.2641 0.4796  -0.20
C 0.7261 -1.0212 -0.4111  -0.76
C -2.3460 0.1857 0.4103  -0.15
C -2.9930 -0.0157 -0.7954  -0.35
C 1.7911 0.0318 -0.1835  0.90
N 2.1536 0.8285 -1.2660  -0.70
O 2.8567 -0.3050 0.6821  -0.47
H 0.5536 0.3028 2.5046  0.26
H -2.5113 -0.4701 1.2605  0.35
H 0.1567 1.2720 0.1628  0.50
H 0.3275 -1.2151 -1.3902  0.30
H 1.0052 -1.9200 0.1179  0.30
H -1.7804 1.1021 0.5460  0.33
H -4.0475 -0.2929 -0.8285  0.32
H -2.6068 0.4899 -1.6750  0.31
H 2.8575 0.3879 -1.8590  0.31
H 3.4906 0.3919 0.4720  0.34

Output
- Max |F|: 2.65 eV/A
- Charge: +1
- LUMO (alpha / beta): -8.7 / -5.2 eV
- Total energy: -10358.3881 eV
- Relative energy (zero: lowest compared OMol25 entry of this formula, charge and spin): 198.29 kcal/mol
- HOMO energy (alpha / beta): -12.842 / -13.530 eV
- HOMO-LUMO gap (alpha / beta): 4.11 / 8.31 eV
- Spin multiplicity: 2

=====

ORCA calculation (ωB97M-V/def2-TZVPD) on one molecule with the formula C5H10N2O2 at a distorted geometry.

Each line ends with the Mulliken charge.
Atoms and positions in Å:
C 1.0697 -1.6164 -0.5864  -0.50
C -0.1085 0.5055 -0.4257  0.85
C -0.7484 0.5632 -1.8330  -1.24
C -1.0150 -0.2014 0.6943  -0.61
C 0.6500 1.8033 1.3505  -0.07
H 0.7352 -1.7096 -1.7229  0.19
H 0.1704 -2.0901 -0.0239  0.20
H 2.0029 -2.1098 -0.3667  0.31
H -1.7355 1.1099 -1.8443  0.34
H 0.0243 1.0298 -2.4740  0.36
H -0.8166 -0.5642 -2.1030  0.26
H -1.0832 -1.2842 0.4533  0.27
H -2.0443 0.3635 0.6188  0.30
H -0.1595 -0.8857 2.6853  0.33
H 1.4051 2.5985 1.5784  0.37
N -0.3435 0.0157 1.9427  0.16
N 0.6049 0.8857 2.2817  -0.71
O 1.1469 -0.1938 -0.3008  -0.41
O 0.2452 1.7802 0.0756  -0.40

Output
- Max |F|: 8.45 eV/A
- Charge: 0
- LUMO: 0.7 eV
- Total energy: -12418.5761 eV
- Relative energy (zero: lowest compared OMol25 entry of this formula, charge and spin): 112.91 kcal/mol
- HOMO energy: -7.672 eV
- HOMO-LUMO gap: 8.41 eV

=====

- Which value of max |F| does entry 3 give?
  8.45 eV/A